96
Properties=species:S:1:pos:R:3:mulliken_charge:R:1 method="wB97M-V/def2-TZVPD" lumo_ev=-4.32 mol_weight_g_mol=679.71 e_homo_ev=-11.83 total_charge=+1
F -2.079 1.114 5.981 -0.2012
F 0.861 4.586 4.399 -0.2118
F -0.398 5.789 2.986 -0.2752
F -4.204 1.591 5.604 -0.2464
F -0.913 5.654 5.106 -0.2599
F -1.926 -0.842 -0.268 -0.1938
F -0.277 -1.373 1.117 -0.3032
F -3.751 -0.263 6.688 -0.2418
O 4.114 -1.184 0.839 -0.4506
O -2.701 4.123 4.159 -0.6109
O -1.889 -0.311 -4.005 -0.4070
O 2.499 1.020 -3.967 -0.4620
O -3.171 -3.008 -3.245 -0.4268
N -0.845 0.914 0.670 0.0775
N 3.294 2.076 3.476 -0.5168
N 1.539 0.809 1.537 0.0297
N -0.008 2.359 2.289 0.2333
N 3.392 0.040 4.698 -0.7823
N 1.451 1.421 4.920 -0.2667
C 1.857 0.077 2.782 -0.8386
C 2.961 1.500 -6.282 -1.3666
C -3.450 -1.524 1.811 -0.7869
C -4.487 -1.750 2.818 -0.6631
C -2.327 -0.618 2.049 -0.1486
C -2.836 0.685 -4.397 0.3312
C 3.376 0.709 -5.052 0.4817
C -4.449 -1.072 4.097 -0.9643
C -1.293 3.089 2.377 -0.8606
C -3.307 -0.182 4.326 -0.4195
C 4.584 -0.710 -1.472 -1.1939
C 4.956 -2.998 -0.507 -1.3075
C 2.469 0.959 3.928 0.2537
C -4.196 0.350 -3.806 -1.0699
C -1.371 -4.256 -2.257 -1.0102
C -0.427 4.935 4.043 0.6869
C -1.290 -0.448 0.910 1.3021
C -3.289 0.543 5.705 0.7158
C 4.995 -1.501 -0.241 0.2944
C 0.231 1.343 1.509 -1.0217
C 3.342 -0.787 -5.319 -1.1331
C -2.671 -4.328 -3.041 0.3775
C -1.365 3.701 3.849 0.4970
C -2.275 0.028 3.343 0.8359
C -2.354 2.052 -3.939 -1.1404
C -2.470 -5.012 -4.384 -1.3558
H -2.197 2.458 2.229 0.3927
H -5.322 -2.452 2.581 0.3790
H -4.525 -0.637 -4.134 0.2638
H -1.529 -3.752 -1.300 0.0789
H 0.885 -0.342 3.175 0.0927
H -2.895 0.663 -5.487 0.3100
H 3.945 -3.320 -0.772 0.3090
H 4.265 1.804 3.324 0.3143
H 5.247 -0.914 -2.315 0.4627
H -3.421 -4.872 -2.462 0.2933
H 0.767 2.701 2.878 0.4098
H -1.755 -4.458 -4.999 0.3227
H 3.559 -0.955 -1.768 0.2559
H 3.216 2.886 4.090 0.2314
H -1.829 -0.301 -3.042 0.2318
H -3.049 2.838 -4.240 0.4049
H 0.895 0.637 5.258 0.2616
H 3.632 -1.344 -4.425 0.2182
H 6.002 -1.210 0.066 0.2859
H 1.965 1.868 5.681 0.2880
H -1.442 0.713 3.604 0.3648
H 1.605 0.763 -4.225 0.2792
H 5.242 -3.553 0.389 0.3413
H 2.331 -1.112 -5.582 0.3017
H 3.625 1.297 -7.125 0.3845
H -3.572 -2.098 0.865 0.4038
H -1.361 3.915 1.614 0.4175
H 4.605 0.362 -1.264 0.2832
H 1.937 1.252 -6.577 0.3120
H -2.513 -2.516 -3.757 0.3017
H -0.621 -3.674 -2.802 0.2841
H -5.240 -1.257 4.849 0.4627
H -4.149 0.322 -2.712 0.1595
H 3.222 -1.438 0.570 0.2473
H 2.256 1.487 1.269 0.3862
H -2.244 2.080 -2.849 0.1777
H 4.060 0.603 5.226 0.2426
H -1.371 2.274 -4.363 0.2977
H -4.947 1.085 -4.103 0.4313
H -3.408 -5.046 -4.941 0.3237
H 2.518 -0.792 2.553 0.5924
H 2.802 -0.484 5.352 0.3043
H -0.688 1.113 -0.321 0.4071
H 2.979 2.572 -6.073 0.3265
H 4.017 -1.058 -6.133 0.3877
H 4.382 1.005 -4.747 0.2778
H -0.967 -5.252 -2.064 0.4181
H -3.202 3.283 4.181 0.3523
H -2.102 -6.032 -4.257 0.4118
H 5.633 -3.272 -1.318 0.4100
H -1.145 2.859 4.567 -0.0766